Record 1
Formula: C2H2BrO3S
Source: OMol25
Level of theory: the ωB97M-V functional and the def2-TZVPD basis

Geometry as ORCA input:
```
! RIJCOSX wB97M-V def2-TZVPD def2/J DEFGRID3
* xyz -1 1
C -0.237 -0.706 0.279
C -1.391 0.481 -0.016
O 2.158 -0.449 1.054
O 1.103 1.478 0.076
O 1.715 -0.443 -1.398
S 1.376 0.019 -0.054
Br -3.177 -0.055 -0.011
H -0.372 -1.790 0.185
H -1.175 1.465 -0.114
*
```

Values from the calculation:
E_HOMO (alpha / beta)   -4.854 / -4.845 eV
Kohn-Sham gap (alpha / beta)   7.847 / 7.838 eV
Energy relative to the best compared isomer or geometry (same formula, charge and spin)   66.5 kcal per mole
Electronic energy   -3275.2970 a.u.
LUMO (alpha / beta)   2.9928 / 2.9933 eV

How positive or negative is each atom? The Mulliken charges in e answer that: C -0.376; C -0.411; O -0.648; O -0.701; O -0.636; S 1.110; Br -0.206; H 0.365; H 0.503

***

Record 2
Formula: C2H2BrO3S
Source: OMol25
Level of theory: the ωB97M-V functional and the def2-TZVPD basis

Geometry as ORCA input:
```
! RIJCOSX wB97M-V def2-TZVPD def2/J DEFGRID3
* xyz -1 1
C 0.686 0.517 -0.508
C -0.779 1.682 0.563
O 0.298 -2.350 -0.843
O -0.131 -1.293 1.281
O 1.753 -0.278 -0.084
S 0.201 -1.068 -0.114
Br -2.205 0.512 -0.348
H 0.796 1.009 -1.580
H -0.619 1.269 1.634
*
```

Values from the calculation:
E_HOMO   -3.833 eV
Kohn-Sham gap   7.452 eV
Energy relative to the best compared isomer or geometry (same formula, charge and spin)   154.6 kcal per mole
Electronic energy   -3275.1565 a.u.
LUMO   3.6186 eV

How positive or negative is each atom? The Mulliken charges in e answer that: C -0.065; C -0.325; O -0.649; O -0.513; O -0.439; S 0.911; Br -0.279; H 0.215; H 0.144

***

Record 3
Formula: C2H2CaFO
Source: OMol25
Level of theory: the ωB97M-V functional and the def2-TZVPD basis

Geometry as ORCA input:
```
! RIJCOSX wB97M-V def2-TZVPD def2/J DEFGRID3
* xyz 1 1
C 0.412 -0.132 0.562
C 0.579 0.468 1.727
O 0.177 -0.476 -0.541
H 1.609 0.916 1.693
F 0.128 -0.080 2.849
Ca -1.008 -0.484 -2.397
H -1.898 -0.213 -3.893
*
```

Values from the calculation:
E_HOMO   -12.931 eV
Kohn-Sham gap   7.588 eV
Energy relative to the best compared isomer or geometry (same formula, charge and spin)   106.3 kcal per mole
Electronic energy   -929.7422 a.u.
LUMO   -5.3431 eV

How positive or negative is each atom? The Mulliken charges in e answer that: C 0.633; C -0.178; O -0.476; H 0.266; F -0.158; Ca 1.317; H -0.402